1.
{"formula": "C51H46AsBiBrF4N10P", "method": "wB97M-V/def2-TZVPD", "orbital_gap_ha": 0.28566, "multiplicity": 1, "energy_ev": -225412.6098, "relative_energy_kcal_mol": 6.0, "homo_energy_ev": -8.3, "symbols": ["Bi", "C", "C", "C", "C", "C", "C", "C", "H", "H", "H", "H", "H", "H", "H", "H", "N", "C", "N", "N", "N", "N", "C", "N", "N", "N", "N", "H", "F", "C", "C", "F", "C", "F", "C", "P", "C", "C", "C", "C", "C", "C", "C", "C", "C", "C", "C", "C", "C", "Br", "C", "F", "H", "H", "H", "H", "H", "H", "H", "H", "H", "H", "C", "C", "C", "C", "C", "C", "As", "N", "C", "C", "C", "C", "C", "C", "C", "C", "C", "C", "C", "C", "C", "C", "C", "C", "C", "C", "H", "H", "H", "H", "H", "H", "H", "H", "H", "H", "H", "H", "H", "H", "H", "H", "H", "H", "H", "H", "H", "H", "H", "H", "H", "H", "H"], "xyz": [[0.530235, -0.190421, -0.340667], [4.523475, 1.708344, 0.870740], [3.296712, 1.276581, 1.629773], [2.151394, 2.073750, 1.672598], [1.044433, 1.694110, 2.425206], [1.055752, 0.505867, 3.147505], [2.184369, -0.302369, 3.098769], [3.286158, 0.081652, 2.345899], [4.274602, 2.473373, 0.138240], [4.980869, 0.863149, 0.350234], [5.268931, 2.109886, 1.561491], [2.133057, 3.006653, 1.124204], [0.178040, 2.344523, 2.458086], [0.204193, 0.225212, 3.754308], [2.217865, -1.221013, 3.673134], [4.170265, -0.545831, 2.328609], [-0.484562, 1.324141, -3.485427], [-1.485010, 0.721040, -2.767987], [-2.750743, 0.690822, -3.122349], [-3.373836, 0.048633, -2.115907], [-2.540336, -0.292761, -1.205792], [-1.305368, 0.102828, -1.590670], [0.604135, 1.887150, -2.859346], [1.302949, 2.882922, -3.350558], [2.254570, 3.125587, -2.421106], [2.142733, 2.331142, -1.425726], [1.087128, 1.505447, -1.668774], [-0.767211, 1.776889, -4.341115], [-7.141835, 3.325020, 0.206304], [-6.118469, 2.533013, 0.507739], [-6.334765, 1.340621, 1.165163], [-7.570965, 0.994223, 1.516682], [-5.264210, 0.518317, 1.468229], [-5.538854, -0.593785, 2.154337], [-3.959372, 0.841561, 1.120990], [-2.537463, -0.303157, 1.437296], [-2.662131, -0.140842, 3.290252], [-3.033223, -1.125061, 4.201687], [-2.985195, -0.875045, 5.568982], [-2.579912, 0.360863, 6.046367], [-2.235518, 1.362954, 5.147544], [-2.271215, 1.107018, 3.785904], [-3.202345, -1.986172, 1.133705], [-4.213469, -2.280627, 0.222047], [-4.546841, -3.596846, -0.053050], [-3.855980, -4.639561, 0.552585], [-2.831012, -4.358333, 1.440485], [-2.505970, -3.038082, 1.725939], [-3.763791, 2.088082, 0.517019], [-2.036555, 2.770993, 0.156364], [-4.825959, 2.913169, 0.198953], [-4.633394, 4.088117, -0.397641], [-3.382433, -2.086861, 3.852145], [-3.265672, -1.654927, 6.266472], [-2.533316, 0.547740, 7.111506], [-1.922925, 2.335979, 5.505167], [-1.987116, 1.890296, 3.089544], [-4.732940, -1.483700, -0.294951], [-5.344552, -3.809608, -0.753609], [-4.108836, -5.666686, 0.321696], [-2.278094, -5.165325, 1.906137], [-1.696147, -2.819657, 2.414350], [1.551346, -8.181024, -0.801551], [1.959883, -6.733150, -0.757353], [1.283605, -5.812842, 0.028060], [1.657147, -4.475271, 0.079342], [0.837503, -3.589034, 0.990672], [2.742677, -4.014465, -0.693318], [2.982774, -2.048510, -0.495499], [1.522538, -1.606959, -1.575911], [1.304895, -2.096014, -2.888858], [2.362206, -2.540536, -3.683158], [2.145408, -2.975595, -4.981285], [0.865606, -2.987114, -5.517588], [-0.198519, -2.592012, -4.720957], [0.013295, -2.168970, -3.418082], [4.707965, -1.507373, -1.295089], [4.915437, -0.548242, -2.291940], [3.831173, 0.126706, -3.094115], [6.222708, -0.150595, -2.588424], [7.322112, -0.641381, -1.912291], [8.720303, -0.209724, -2.265221], [7.094442, -1.546823, -0.878775], [5.819953, -1.970994, -0.550985], [5.667080, -2.917740, 0.617215], [3.444945, -4.941842, -1.483095], [4.650256, -4.639332, -2.343235], [3.037456, -6.273566, -1.493301], [0.681212, -8.363665, -0.172306], [2.364205, -8.821833, -0.455193], [1.306550, -8.483679, -1.820890], [0.436618, -6.141841, 0.621679], [0.280689, -4.204441, 1.695470], [0.100595, -3.018369, 0.416453], [1.453474, -2.891616, 1.562051], [3.367255, -2.522613, -3.287099], [2.988581, -3.293549, -5.582485], [0.698431, -3.312688, -6.536086], [-1.208604, -2.615990, -5.111549], [-0.833138, -1.919851, -2.795222], [2.836628, -0.090691, -2.724257], [3.875884, -0.185455, -4.139513], [3.977274, 1.206412, -3.067372], [6.365763, 0.587261, -3.371985], [8.708915, 0.569396, -3.025971], [9.296266, -1.054186, -2.648517], [9.243505, 0.173483, -1.387562], [7.937403, -1.922000, -0.306387], [6.641927, -3.264168, 0.955416], [5.064389, -3.789466, 0.367632], [5.173982, -2.418404, 1.456910], [4.942748, -3.600649, -2.326294], [4.443930, -4.921099, -3.377959], [5.503226, -5.234159, -2.008197], [3.590554, -6.973615, -2.113693]], "forces_ev_per_angstrom": [[-0.1, 0.3, 0.1], [-0.1, -0.1, 0.0], [0.0, 0.0, 0.0], [0.0, 0.0, 0.1], [0.0, 0.1, 0.1], [0.0, 0.0, 0.0], [0.0, 0.0, 0.0], [0.0, 0.0, 0.1], [0.0, 0.0, 0.0], [0.0, 0.0, 0.0], [0.0, 0.0, 0.0], [0.0, 0.0, 0.0], [0.0, 0.0, 0.0], [0.0, 0.0, 0.0], [0.0, 0.0, 0.0], [0.0, 0.0, 0.0], [0.1, 0.0, 0.0], [0.0, 0.0, 0.1], [0.0, 0.0, 0.0], [0.1, -0.1, 0.0], [0.0, -0.1, -0.4], [0.1, 0.1, -0.3], [0.0, 0.0, 0.0], [0.1, 0.0, 0.0], [0.0, -0.1, 0.0], [0.0, 0.0, -0.1], [-0.1, 0.2, -0.1], [0.0, 0.0, 0.0], [0.0, 0.0, 0.0], [-0.1, 0.1, 0.0], [-0.1, 0.0, 0.0], [0.0, 0.0, 0.0], [0.1, 0.0, 0.1], [0.0, 0.0, 0.0], [0.1, 0.0, -0.3], [-0.5, -0.1, 1.0], [0.2, 0.0, 0.0], [-0.1, 0.0, 0.0], [0.0, 0.0, 0.0], [0.0, 0.1, 0.0], [0.0, 0.0, -0.1], [0.0, 0.0, 0.0], [0.2, 0.0, -0.1], [0.0, 0.0, 0.0], [0.0, 0.0, 0.0], [0.0, 0.0, 0.0], [0.0, 0.0, 0.0], [0.0, 0.0, 0.0], [0.0, -0.1, 0.0], [0.0, 0.0, 0.0], [0.2, 0.0, 0.0], [0.0, 0.0, 0.0], [0.0, 0.0, 0.0], [0.0, 0.0, 0.0], [0.0, 0.0, 0.0], [0.0, 0.0, 0.0], [0.0, 0.0, 0.0], [0.0, 0.0, 0.0], [0.0, 0.0, 0.0], [0.0, 0.0, 0.0], [0.0, 0.0, 0.0], [0.0, -0.1, 0.0], [0.0, 0.1, 0.0], [0.0, 0.0, 0.0], [0.0, 0.0, 0.0], [0.0, 0.0, 0.1], [0.1, 0.0, -0.1], [0.1, 0.0, 0.1], [0.1, -0.6, -0.4], [0.1, -0.1, -0.2], [-0.2, -0.1, 0.1], [0.0, 0.1, 0.0], [-0.1, 0.0, 0.0], [0.0, 0.0, 0.0], [0.0, 0.0, 0.0], [0.1, -0.1, 0.1], [0.0, 0.1, 0.2], [-0.1, 0.0, -0.1], [0.0, 0.0, 0.0], [0.0, 0.0, 0.0], [0.0, 0.0, 0.0], [-0.1, 0.0, 0.0], [0.1, 0.0, 0.0], [-0.1, -0.1, 0.0], [-0.1, 0.1, -0.1], [0.1, 0.1, 0.0], [-0.1, -0.1, 0.0], [0.0, 0.0, 0.0], [0.0, 0.0, 0.0], [0.0, 0.0, 0.0], [0.0, 0.0, 0.0], [0.0, 0.0, 0.0], [0.0, 0.0, 0.0], [0.0, 0.0, 0.0], [0.0, 0.0, 0.0], [0.0, 0.0, 0.0], [0.0, 0.0, 0.0], [0.0, 0.0, 0.0], [0.0, 0.0, 0.0], [0.0, 0.0, 0.0], [0.0, 0.0, 0.0], [0.0, 0.0, 0.0], [0.0, 0.0, 0.0], [0.0, 0.0, 0.0], [0.0, 0.0, 0.0], [0.0, 0.0, 0.0], [0.0, 0.0, 0.0], [0.0, 0.0, 0.0], [0.0, 0.0, 0.0], [0.0, -0.1, 0.0], [0.0, 0.0, 0.0], [0.1, 0.1, 0.0], [0.0, 0.0, 0.0], [0.0, 0.0, 0.0], [0.0, 0.0, 0.0]]}

=====

2.
{"formula": "C51H46BrN5NiO6S3Sb", "method": "wB97M-V/def2-TZVPD", "total_charge": -1, "orbital_gap_ha": [0.27630, 0.25298], "multiplicity": 3, "energy_ev": -223500.4211, "homo_energy_ev": [-5.6, -5.6], "symbols": ["Ni", "C", "O", "C", "C", "C", "Br", "C", "C", "C", "O", "C", "N", "C", "C", "C", "C", "C", "C", "N", "H", "H", "H", "H", "H", "H", "H", "H", "H", "H", "H", "O", "S", "O", "O", "S", "N", "C", "N", "C", "N", "O", "S", "C", "C", "C", "C", "C", "C", "C", "C", "C", "C", "C", "C", "C", "C", "H", "H", "H", "H", "H", "H", "H", "H", "H", "H", "H", "H", "H", "H", "C", "C", "C", "C", "C", "C", "C", "Sb", "C", "C", "C", "C", "C", "C", "C", "C", "C", "C", "C", "C", "C", "C", "H", "H", "H", "H", "H", "H", "H", "H", "H", "H", "H", "H", "H", "H", "H", "H", "H", "H", "H", "H", "H"], "xyz": [[0.499449, 0.447115, 0.856261], [0.296541, 0.355493, 4.146045], [1.271504, 0.490502, 3.115599], [2.585296, 0.582341, 3.501157], [2.963306, 0.583518, 4.827741], [4.315881, 0.596444, 5.145228], [4.818397, 0.599795, 6.976988], [5.283860, 0.590577, 4.178969], [4.904307, 0.616968, 2.831908], [3.561681, 0.645512, 2.489135], [3.221144, 0.710273, 1.172159], [5.981466, 0.606109, 1.814909], [7.257453, 0.588639, 2.108657], [7.911372, 0.551543, 0.886311], [9.278445, 0.535565, 0.599207], [9.664189, 0.497995, -0.728950], [8.714986, 0.466151, -1.765869], [7.358027, 0.489167, -1.499412], [6.979456, 0.540871, -0.159356], [5.753483, 0.575633, 0.465119], [0.500998, -0.523054, 4.760132], [-0.661415, 0.226328, 3.651063], [0.259268, 1.252026, 4.766152], [2.230923, 0.560910, 5.620182], [6.337985, 0.572137, 4.411240], [2.380168, 1.218916, 1.065794], [10.006019, 0.553750, 1.404735], [10.717889, 0.497248, -0.982412], [9.054816, 0.420431, -2.794080], [6.622814, 0.471015, -2.295693], [4.834353, 0.611008, 0.057955], [0.961692, 5.338246, 1.923096], [0.963275, 4.776504, 0.596914], [-0.175820, 5.143324, -0.213584], [2.232586, 4.776988, -0.085068], [0.647846, 2.649255, 1.040990], [0.704148, -1.494273, 1.056655], [0.680171, -2.657768, 1.112660], [0.710082, -3.929718, 1.181948], [-0.258335, -4.826044, 1.163725], [-1.067871, -5.665457, 1.166467], [1.089035, 0.286139, -1.242234], [-0.100147, 0.070422, -2.161461], [0.520902, 0.007949, -3.865025], [-0.688667, -0.203362, -4.745864], [-1.695631, 0.763830, -4.791811], [-2.871315, 0.524482, -5.491362], [-3.053178, -0.683162, -6.155905], [-2.049622, -1.644738, -6.126409], [-0.874327, -1.406153, -5.423456], [-0.576882, -1.667641, -2.010652], [0.450667, -2.736671, -2.306416], [-0.010658, -3.947407, -2.822267], [0.838710, -5.040612, -2.932974], [2.170813, -4.925687, -2.553911], [2.648732, -3.710160, -2.083996], [1.796849, -2.619689, -1.952244], [1.252003, -0.795430, -3.935372], [0.997012, 0.977701, -4.015887], [-1.564261, 1.703914, -4.261146], [-3.647634, 1.281507, -5.510756], [-3.973888, -0.874415, -6.695001], [-2.182358, -2.587907, -6.646018], [-0.098510, -2.165594, -5.386199], [-1.470706, -1.778482, -2.625371], [-0.879596, -1.740557, -0.962415], [-1.056500, -4.040609, -3.100830], [0.454259, -5.987880, -3.292091], [2.825768, -5.787392, -2.604215], [3.688748, -3.614869, -1.788987], [2.160601, -1.694023, -1.526136], [-2.179734, 3.269900, 3.155627], [-3.150773, 2.156852, 3.462361], [-3.923019, 2.222136, 4.625491], [-4.883722, 1.264816, 4.919959], [-5.109940, 0.220248, 4.035631], [-4.340706, 0.122679, 2.884186], [-3.351324, 1.063129, 2.594006], [-2.118098, 0.728280, 0.856324], [-3.097887, -1.047820, 0.129403], [-3.679804, -1.001514, -1.139511], [-4.078188, -2.164437, -1.788845], [-3.888753, -3.391444, -1.164894], [-3.319124, -3.447554, 0.101717], [-2.913808, -2.287733, 0.767870], [-2.287257, -2.417674, 2.135943], [-2.923350, 2.181595, -0.498272], [-1.989961, 2.893058, -1.252247], [-2.379754, 3.926916, -2.093039], [-3.720893, 4.259010, -2.183270], [-4.660775, 3.548792, -1.446327], [-4.292703, 2.510170, -0.592278], [-5.381140, 1.805764, 0.186153], [-2.121538, 3.986694, 3.974559], [-2.481970, 3.813041, 2.255214], [-1.174606, 2.897828, 2.965496], [-3.763641, 3.050309, 5.308769], [-5.461532, 1.339676, 5.834841], [-5.877660, -0.517582, 4.238303], [-4.534640, -0.686303, 2.188549], [-3.796813, -0.044458, -1.639873], [-4.502056, -2.110918, -2.786403], [-4.171334, -4.311325, -1.669037], [-3.154128, -4.412603, 0.574649], [-1.895599, -3.424763, 2.283766], [-3.019011, -2.219798, 2.921458], [-1.464057, -1.714705, 2.268110], [-0.936850, 2.664251, -1.166038], [-1.629844, 4.487585, -2.638718], [-4.040031, 5.083498, -2.811612], [-5.712458, 3.811346, -1.522802], [-6.350429, 1.971363, -0.287060], [-5.435881, 2.184908, 1.209694], [-5.207273, 0.731351, 0.247937]], "forces_ev_per_angstrom": [[-0.3, -0.1, -0.8], [0.1, 0.0, -0.1], [0.1, -0.1, 0.1], [-0.2, -0.1, 0.0], [0.0, 0.0, 0.1], [0.0, 0.0, 0.1], [0.0, 0.0, 0.0], [0.1, 0.0, -0.2], [0.3, 0.0, -0.1], [-0.2, 0.1, -0.2], [-0.2, -0.3, 0.2], [0.0, 0.0, 0.0], [0.1, 0.0, -0.1], [0.0, 0.0, 0.2], [0.0, 0.0, 0.0], [-0.1, 0.0, 0.1], [0.0, 0.0, 0.1], [0.0, 0.0, 0.0], [-0.1, 0.0, 0.1], [0.0, 0.0, 0.0], [0.0, 0.0, 0.0], [0.0, 0.0, -0.1], [0.0, 0.0, 0.0], [0.0, 0.0, 0.0], [0.0, 0.0, 0.0], [0.5, 0.8, 0.0], [-0.1, 0.0, -0.1], [0.0, 0.0, 0.0], [0.0, 0.0, 0.0], [0.0, 0.0, 0.0], [-0.1, 0.0, 0.0], [0.0, -0.1, 0.2], [0.2, 0.4, -0.4], [-0.2, -0.1, -0.1], [0.1, -0.1, -0.1], [0.2, -0.2, 0.7], [0.2, 0.1, 0.0], [-0.6, -0.7, 0.0], [0.2, -0.5, 0.0], [-0.1, 0.4, -0.1], [0.5, 0.4, 0.0], [-0.3, 0.0, 0.0], [0.1, -0.4, 0.1], [-0.2, 0.2, 0.0], [0.0, 0.0, 0.1], [0.1, 0.0, 0.0], [0.0, 0.0, 0.0], [0.1, 0.0, 0.0], [0.0, 0.0, 0.0], [0.0, 0.0, 0.0], [0.3, -0.1, 0.1], [0.0, 0.0, 0.1], [0.0, 0.0, 0.0], [0.0, 0.1, 0.0], [-0.1, 0.0, 0.0], [0.0, 0.0, 0.0], [-0.1, -0.1, 0.0], [0.0, 0.0, 0.0], [0.0, 0.0, -0.1], [0.0, -0.1, 0.0], [0.1, 0.0, 0.0], [0.0, 0.0, 0.0], [0.0, 0.1, 0.0], [-0.1, 0.0, 0.0], [0.0, 0.0, 0.0], [-0.1, 0.0, -0.1], [0.0, 0.0, 0.0], [0.0, 0.0, 0.0], [0.0, 0.1, 0.0], [-0.1, 0.0, 0.0], [0.0, 0.0, 0.0], [-0.2, -0.2, 0.0], [0.0, -0.1, -0.1], [0.0, 0.0, -0.1], [0.0, 0.0, 0.0], [0.0, 0.0, 0.0], [0.1, 0.1, 0.0], [0.2, 0.1, 0.3], [-0.8, 0.1, -0.1], [0.2, 0.0, -0.1], [0.0, -0.1, 0.0], [0.0, 0.0, 0.1], [0.0, 0.1, 0.0], [-0.1, -0.1, 0.0], [0.0, 0.0, -0.1], [-0.1, 0.0, -0.1], [-0.1, 0.1, 0.0], [-0.1, 0.0, 0.0], [-0.1, 0.0, -0.1], [0.0, 0.0, 0.0], [0.0, 0.0, 0.0], [0.1, -0.1, 0.0], [0.2, 0.1, 0.0], [0.0, 0.0, 0.0], [0.0, 0.0, 0.0], [0.1, 0.0, -0.1], [0.0, 0.0, -0.1], [0.0, 0.0, -0.1], [0.0, 0.0, 0.0], [0.0, 0.0, 0.0], [0.0, 0.0, 0.0], [0.0, 0.0, 0.1], [0.0, 0.1, 0.1], [0.0, 0.1, -0.1], [-0.1, 0.1, 0.0], [0.0, 0.0, 0.0], [0.0, 0.0, 0.0], [0.1, 0.1, 0.1], [0.0, 0.0, 0.1], [0.0, -0.1, 0.0], [0.1, 0.0, 0.0], [0.0, 0.0, 0.0], [0.0, 0.0, 0.0], [0.0, 0.0, 0.0]]}